Below is 9 unconnected molecules or ions with the total composition C42H110F6N8O7P at a distorted geometry, with properties calculated with ωB97M-V/def2-TZVPD.

Values from the calculation:
**HOMO level**: -19.2160 eV
**LUMO level**: -10.43 eV
**Molecular weight**: 984.35 g/mol
**Calculated total energy**: -3568.9281 Eh

Structure (ORCA input):
```
! wB97M-V def2-TZVPD RIJCOSX def2/J DEFGRID3
* xyz 7 1
H -2.99782 -10.56743 6.14081
H 1.29207 7.07269 -9.15277
H -0.27918 6.70728 -8.33424
C 3.77312 -0.86728 9.80775
H 3.97557 0.04463 7.19244
O 3.99161 0.50651 9.50554
C -5.83745 1.88630 9.06278
H -2.43239 -10.83955 4.44591
H 1.08478 8.74352 4.22636
H -2.32356 12.03104 5.55738
C 6.78921 -1.40183 -6.43752
C 0.80190 6.78879 -8.22151
C -4.26010 -4.57093 -4.34848
H 6.97413 0.08455 -8.67213
C 2.61183 7.64226 -6.85498
H -8.87227 4.80454 -2.59318
H -0.12062 11.69324 2.05083
C -1.50263 -5.89953 -4.63548
H 5.87935 -1.29871 9.34902
H 8.11778 -6.73742 -7.43150
C -8.17842 7.12986 -0.68336
H -7.74150 3.57886 -0.02703
H -9.48702 5.15652 -1.16435
C 4.93644 -0.39065 6.91794
H 2.74087 -1.16703 9.62690
H 6.42840 -2.56031 6.11331
H 8.34371 -2.45289 -7.62907
H 0.63585 9.68356 -6.21950
C 7.88758 -6.76293 -6.36640
H -0.90760 14.05666 4.73957
H -3.71845 -4.91982 -3.46928
C 0.40963 10.96642 2.66619
H 1.22094 9.48373 -7.99059
H 9.40092 -5.22932 -5.68947
H -0.03953 5.56391 -4.36722
N 7.29913 -1.77624 -5.01914
C 8.27519 -3.05392 -5.07240
H 7.78265 0.30051 -4.93384
C -1.86690 10.19027 3.17125
H 6.30425 -3.49451 7.68889
C 8.08020 -0.61124 -4.41588
H -0.74634 10.19912 5.88600
H 3.04568 8.01204 -7.78402
N -0.47853 10.22174 3.68909
H -5.47493 -9.92246 2.75266
C 7.52447 -0.84830 -8.79479
H 6.45755 -4.59249 -5.40503
H 9.11004 -0.72179 -4.75548
C -4.61688 -10.47448 3.13625
H -0.66725 7.33363 -6.00509
H 6.29082 -0.44990 -6.25442
H 3.91351 -2.92597 6.06510
H -0.49335 8.26065 4.68034
C 4.90568 -1.73807 9.13217
H -4.45107 -3.82953 -6.96705
C -8.18859 3.47756 -1.01594
H -4.34691 -7.42186 -4.49477
C 3.74408 -2.58873 7.08767
H 6.80982 -1.53268 -9.25195
H 8.49214 -3.32041 -4.03799
C -6.51589 -11.50836 5.52294
C 7.98781 -1.43325 -7.48151
H 5.71390 -3.01728 -4.04551
H -4.98364 1.72005 8.40593
H -8.93181 2.68885 -0.89904
H -3.73811 -10.36717 2.50037
H 8.36096 -5.85882 -4.52043
C 0.56732 5.73543 -5.25627
H -5.77473 2.73137 9.74836
H -4.48144 -8.10991 3.80016
H 1.27952 5.84727 -7.95034
H -5.64094 0.15531 6.74874
H -3.55364 -12.01362 5.27796
C 6.59887 -1.66842 -2.66053
C -3.24431 -10.97507 5.16042
F 0.11848 1.33227 0.99670
H 3.43342 -3.47611 7.63918
H -2.81684 -8.64647 4.37596
H 4.85197 -2.76882 9.48253
H -6.31055 1.03217 9.54727
C -4.72672 -4.85952 -6.74068
H -7.14556 -0.39291 6.02599
H 4.98066 -0.52567 5.83723
H -4.64539 -7.33106 -6.22690
H -0.95477 12.67022 6.29977
H -5.56293 -9.89771 6.52808
H 3.36324 1.01907 10.01939
H -5.81069 -4.94331 -6.66263
H 5.86801 0.10483 7.19143
C -2.46002 -5.58939 -5.82253
C 0.37531 7.23180 -5.70376
H -3.67893 -3.70422 -4.66332
H -0.39832 8.94058 -7.47169
P -1.18603 0.27838 1.25773
H -2.54876 9.64732 3.82574
H -5.33938 -4.46823 -4.23578
H -4.36972 -5.49472 -7.55134
O -0.90516 13.15668 4.40546
C -4.76328 -6.79637 -5.28439
H 8.82129 -0.86231 -7.07233
H -6.94472 -0.56669 7.78426
H -4.33795 -8.05900 5.38008
C 8.36563 -5.54670 -5.56478
H -0.92952 -7.42825 -3.49701
N -4.41703 -10.15647 4.58160
H 8.54436 -0.77406 -2.35546
H 7.29957 0.40211 -2.60574
C -0.40564 10.90551 5.12900
F -2.35974 -0.83420 1.47728
C 7.61982 -0.59599 -2.90464
H 5.74449 -1.37878 -2.04877
O -5.81311 -12.62575 5.91768
O -6.46366 5.85800 -1.52756
H -0.04445 8.05482 3.00987
C 0.62831 9.11876 -7.15173
H 7.08665 -1.90491 7.51517
H 9.13192 -2.89861 -5.72814
H 8.31706 -0.70668 -9.52953
H 0.80081 10.16225 2.04297
C -3.89084 -8.62127 4.56030
H 6.03181 -2.16404 -6.62050
F -1.12061 0.51292 2.84925
H -1.07175 -5.03426 -4.13175
H 3.92724 -0.85377 10.88671
N -4.02959 -5.45695 -5.50172
H 2.95620 8.24405 -6.01394
C -7.44503 1.42539 7.03655
C 0.05735 8.72586 3.86278
H 0.56769 7.86651 -4.83875
H -2.34606 11.15725 3.01810
O -1.75389 -7.10317 -3.86624
H 6.81310 -6.88107 -6.22620
C -5.74522 -10.24592 5.51141
H 5.25642 -1.34771 -4.28715
H 7.05943 -2.55921 -2.23336
F -1.28457 0.08004 -0.35362
H -7.28278 -11.49299 6.29737
H -8.69939 7.05923 0.27146
H 0.63545 11.09783 5.38832
H 8.49069 -7.60475 -6.02629
N 1.15272 7.63729 -6.99475
H 2.83068 -2.00154 6.99265
C -6.71279 0.05585 6.92010
H -6.40506 -13.35568 5.72177
H -7.31392 7.70546 -0.35258
N -8.64700 4.81441 -1.60867
H -5.80332 -6.47372 -5.23653
C 7.47948 -4.32444 -5.67325
H -1.80285 9.68224 2.20900
N -6.95633 2.41058 8.18019
H -7.10087 -11.59014 4.60685
H -2.32862 -6.46271 -6.46139
H -7.44219 2.95467 -1.61390
H -0.61419 -6.16368 -5.20905
H -6.70702 3.31247 7.80003
H 7.28360 -4.26812 -6.74402
F -2.32056 1.49493 1.33186
F -0.08535 -0.92455 1.17964
C -1.25056 12.13595 5.39690
H -6.40447 -9.47669 5.10917
H 1.58276 5.42201 -5.01396
H -2.06347 -4.78449 -6.44139
H -8.82172 7.74412 -1.31340
C -7.66393 5.91524 -1.30728
C 6.25356 -2.52737 7.18870
H 2.96278 6.61999 -6.71390
O 0.09525 4.81992 -6.25913
O -8.18900 1.85266 6.18495
N 4.96408 -1.74650 7.56501
C 6.10062 -1.99827 -4.05868
H -0.85143 4.93884 -6.36537
H 1.33202 11.41436 3.03584
H -4.84225 -11.53917 3.19756
H -7.79392 2.64173 8.69508
*
```


Below is 14 unconnected molecules or ions with the total composition C42H112O14 at a distorted geometry, with properties calculated with ωB97M-V/def2-TZVPD.

Values from the calculation:
**HOMO level**: -9.5434 eV
**LUMO level**: 0.26 eV
**Molecular weight**: 841.34 g/mol
**Calculated total energy**: -2720.7155 Eh

Structure (ORCA input):
```
! wB97M-V def2-TZVPD RIJCOSX def2/J DEFGRID3
* xyz 0 1
C -3.06540 2.82504 -21.66407
H -5.67266 -6.62887 -16.28228
H -4.17957 -4.17367 -17.11523
H -3.59305 -5.19094 -15.84781
H -2.77045 3.76935 -17.62366
H -5.34029 7.40035 -22.89157
H 0.27725 -5.21219 -18.64118
H -10.55967 1.09079 -21.38296
H -2.24065 4.65440 -21.16795
H -5.70285 1.41665 -11.77465
H -4.53112 3.99396 -21.15557
H -5.77650 -4.99484 -18.56506
C -0.51185 -4.48216 -18.43605
H -9.35146 2.79731 -16.65567
C -2.31930 -0.42332 -15.03276
H -7.40373 -4.56528 -15.03498
H -11.11626 0.69742 -18.73707
H -1.02714 3.63302 -21.79173
O -5.58754 7.73546 -20.34530
H -1.97177 1.28504 -22.76264
H -7.80396 -5.74954 -17.25573
C -10.32802 0.21079 -20.78229
H -1.95841 -2.90196 -14.07333
H -5.51532 2.70137 -23.46964
H -3.65128 3.87004 -12.74826
H -9.82270 2.11466 -18.53479
H -9.72601 3.98318 -14.58591
C -8.69169 3.90069 -14.93145
H -3.49572 -2.08926 -15.93864
H -10.38149 -1.74259 -18.68499
H -5.78327 0.83859 -24.87781
C -9.72910 -0.87729 -18.56692
H -7.60870 2.87645 -16.48497
C -7.69634 -0.21209 -12.97937
C -2.47218 -1.73713 -15.78502
C -5.40385 0.45476 -12.19370
H -5.29156 5.00167 -19.95074
H -5.00237 7.33211 -19.69695
H -2.28773 4.32620 -22.93535
H -5.22828 -2.35424 -22.89731
H -8.08220 0.70211 -12.50331
H -9.37389 -0.18214 -21.14671
H -4.31809 -7.70741 -18.42428
O -9.28889 1.44633 -18.96102
O -2.19278 -3.11166 -19.50718
H -2.66478 5.36107 -16.22934
H -2.20656 5.34620 -14.55699
C -10.22156 0.38103 -19.28550
H -4.08060 -3.42055 -19.69940
C -3.00551 1.61296 -22.61026
H -8.58826 -3.22946 -14.82894
C -8.53703 2.74533 -15.92902
C -6.83815 0.59854 -22.99720
H -6.73590 1.63467 -18.17815
C -10.34214 -5.10303 -15.38008
H -8.70673 -1.10324 -18.86253
H -7.56931 -3.32426 -16.25346
H -2.47186 -0.32107 -13.95861
O -8.68878 -5.90839 -16.87458
C -5.09490 -6.13720 -17.07019
H -6.67747 5.69191 -19.27084
H -7.55541 1.18145 -22.41784
H -6.38683 0.89280 -19.66183
H -4.70223 5.08333 -13.22359
H -1.66796 -3.74202 -15.64334
O -7.78040 3.53461 -13.88691
H -3.65146 -2.75546 -22.20077
H -1.64107 1.26667 -17.50126
H -0.94687 -4.37559 -20.49507
C -4.01952 -6.92701 -17.71950
H -5.32192 2.22350 -18.90101
H -11.03039 -5.78490 -15.88985
H -0.01018 3.89901 -19.73803
H -4.71887 3.94042 -15.69463
H -5.53944 -0.23992 -11.35728
C -8.13238 -3.92658 -15.53089
C -1.62054 -2.79677 -15.10708
H -5.30312 3.51640 -13.35405
H -11.07296 -0.52972 -21.08838
H -6.88315 -0.67221 -16.92085
C -3.07298 5.30965 -15.21547
H -8.10105 3.83233 -13.02931
H -8.54020 1.75757 -15.47717
H -3.57976 1.68758 -23.52932
H -8.00795 5.95557 -14.75853
H -0.14686 -2.10064 -20.86723
H -4.23577 6.25256 -22.07600
C -6.24760 0.01444 -13.37447
C -0.89320 -3.68200 -19.65684
C -2.06746 3.90907 -21.95484
C -5.27134 6.44700 -22.35903
C -6.12538 6.66668 -21.12897
H 1.07374 3.24775 -18.59275
H -9.71496 -0.63183 -17.50272
H -1.32894 -5.02320 -17.95240
H -8.92051 5.67564 -16.17969
H -0.63763 3.23133 -16.81890
C -3.89792 4.04049 -14.97977
H -7.50046 1.46081 -26.29440
H -3.04704 2.37591 -20.66812
C -6.13276 -0.92563 -17.67031
H 1.11905 -2.89877 -20.08905
H -5.61968 -1.81613 -17.29810
H -7.34214 -2.59108 -20.98789
O -1.92573 -1.54416 -17.09975
H -3.43901 2.16696 -14.90376
C -6.90329 -3.55301 -21.27009
H -0.09628 1.33269 -18.36388
H -2.97626 0.31066 -15.51952
H -7.80723 -0.89008 -12.12461
H -8.39146 -0.53435 -13.75079
C 0.22179 3.92992 -18.67342
H -6.91958 4.72472 -20.78040
H -4.69097 -1.66993 -21.36818
O -5.05033 -3.41059 -19.78348
C -4.38424 4.07770 -13.52856
O -6.18344 0.98551 -14.42338
C -6.62920 1.28854 -24.35158
H -7.14303 6.94201 -21.41770
C -4.70432 -2.58446 -21.96636
O -4.42662 3.30247 -21.82084
H -3.35317 0.72527 -22.06555
H -7.28810 -0.37453 -23.23222
H -0.09456 -3.89382 -17.61141
H -7.23178 5.10755 -16.03448
C -5.18674 0.25176 -17.93091
C -7.83223 1.29888 -25.26420
H -7.40370 -4.24907 -20.59189
H -3.31348 -7.39673 -17.03158
H -0.59550 -2.43099 -15.02641
C -9.18607 -4.71919 -16.30637
H -5.05974 -4.66842 -21.43988
H -4.13178 -0.27875 -19.46508
H -2.20796 -2.33191 -18.93325
H -1.33079 -0.00150 -15.23485
H 0.09366 -1.81984 -19.10616
O -2.04526 4.03286 -18.20872
O -2.96488 2.97091 -15.16419
C -8.19111 5.19062 -15.52210
H -1.58648 1.54100 -19.21126
H -9.67169 -4.11512 -17.07953
O -3.95230 -0.15223 -18.52447
C 0.09563 -2.56101 -19.90284
H -4.34949 0.39724 -12.46128
C -0.90802 3.25162 -17.88030
H -5.95640 0.50404 -22.36741
C -5.88273 1.29548 -18.78216
H 0.42193 4.92648 -18.29403
O -6.08840 -5.72778 -18.01712
H -3.68864 6.20435 -15.10995
H -7.19203 -3.71061 -22.31038
O -6.33757 2.64972 -23.97552
H -6.60682 -1.22833 -18.60512
C -1.08336 1.79724 -18.27684
H -2.57788 -0.98785 -17.56707
H -4.94300 0.71044 -16.96832
H -6.46842 1.81108 -13.99720
H -10.90178 -4.29435 -14.91543
C -4.50882 -4.91007 -16.37455
H -5.22219 -4.49271 -15.66816
H -3.42114 -6.26450 -18.36058
C -6.26518 5.40857 -20.24276
H -8.40979 0.37674 -25.30162
H -9.99786 -5.76224 -14.57261
H -5.90418 -0.94465 -13.76964
C -5.40117 -3.67027 -21.15357
H -5.60118 5.67880 -23.05777
H -8.47010 2.16010 -25.06154
*
```